Formula: C40H36F3N2RhSb2
Source: OMol25
Level of theory: ωB97M-V/def2-TZVPD

HOMO-LUMO gap (spin up / spin down) = 7.44 / 4.49 eV
⟨S²⟩ = 6.082
charge = +2
calculated total energy = -69258.152 eV
spin multiplicity = 5

Last column: Mulliken spin population.
CARTESIAN COORDINATES (ANGSTROEM)
1 Rh 12.0042 13.3031 12.2352  2.045
2 C 10.6797 10.0323 12.7327  -0.028
3 C 11.2266 10.7507 13.9541  0.094
4 C 10.7516 12.2041 14.0565  0.113
5 Sb 12.2190 13.7081 14.9449  0.106
6 C 11.8028 12.8463 17.0537  0.115
7 C 12.8198 12.4412 17.9327  -0.014
8 C 12.5518 11.9185 19.1874  0.004
9 C 11.2456 11.8806 19.6561  0.004
10 C 10.2144 12.2956 18.8169  0.003
11 C 10.4938 12.7575 17.5495  -0.008
12 C 14.1456 12.7789 14.8386  0.016
13 C 15.0841 13.6375 14.3053  0.027
14 C 16.3834 13.2001 14.0942  -0.003
15 C 16.7149 11.9004 14.4773  0.010
16 C 15.7822 11.0474 15.0383  0.000
17 C 14.4713 11.4927 15.2443  -0.001
18 Sb 10.9622 11.1273 10.8401  0.125
19 C 9.8619 9.4715 9.7490  0.160
20 C 8.6760 9.8069 9.1230  -0.030
21 C 7.8500 8.8368 8.5752  0.005
22 C 8.2202 7.5196 8.5981  -0.005
23 C 9.4317 7.1475 9.1880  0.012
24 C 10.2429 8.1280 9.7682  0.001
25 C 12.8381 10.2062 10.3222  -0.002
26 C 13.9189 10.2197 11.1834  0.031
27 C 15.1795 9.9234 10.6837  0.021
28 C 15.3649 9.6872 9.3461  0.002
29 C 14.2792 9.6284 8.4886  0.001
30 C 12.9990 9.8433 8.9891  -0.005
31 H 9.5838 9.9477 12.8019  0.001
32 H 11.1275 9.0263 12.5889  0.002
33 H 12.3322 10.7217 13.8956  -0.032
34 H 10.9245 10.1802 14.8632  -0.006
35 H 10.0327 12.3255 14.8797  0.002
36 H 10.2427 12.5713 13.1059  -0.005
37 H 13.8684 12.4544 17.6196  0.005
38 H 13.3775 11.5921 19.8412  0.000
39 H 10.9856 11.4879 20.6184  0.000
40 H 9.1966 12.2857 19.1823  0.001
41 H 9.6521 13.0879 16.9085  0.003
42 H 14.7780 14.6575 14.0493  -0.004
43 H 17.1534 13.8423 13.6957  0.000
44 H 17.7498 11.5750 14.3545  0.000
45 H 16.0657 10.0546 15.3621  0.000
46 H 13.7633 10.8331 15.7340  -0.003
47 H 8.3954 10.8586 9.0961  -0.007
48 H 6.9119 9.1108 8.1239  0.001
49 H 7.5920 6.7516 8.1785  0.000
50 H 9.6958 6.0935 9.2518  0.001
51 H 11.1865 7.8276 10.2284  0.003
52 H 13.7845 10.4604 12.2277  0.017
53 H 16.0132 9.9089 11.3586  0.004
54 H 16.3766 9.5082 8.9647  0.000
55 H 14.4072 9.4161 7.4243  0.000
56 H 12.1390 9.6764 8.3538  0.000
57 F 20.2018 12.3473 7.7380  0.006
58 C 19.8448 13.6331 8.0768  0.010
59 F 19.7916 14.3450 6.9011  0.001
60 F 20.8511 14.1745 8.8274  0.006
61 C 18.5393 13.7063 8.7758  0.128
62 C 18.3704 13.0381 10.0074  -0.036
63 C 17.1470 13.0967 10.6608  0.074
64 C 15.9914 13.7794 10.1376  0.139
65 C 16.2094 14.4134 8.8664  0.100
66 C 17.4256 14.3724 8.2078  -0.030
67 C 14.7205 13.7768 10.7746  0.367
68 C 13.5917 13.5790 11.3186  0.313
69 H 19.1999 12.4485 10.4298  0.002
70 H 17.0214 12.6281 11.6367  0.023
71 H 15.3592 14.8874 8.3816  -0.001
72 H 17.4989 14.8251 7.2079  0.002
73 C 10.3018 17.6729 9.2392  0.001
74 N 10.3891 16.6643 10.2612  0.006
75 C 9.6559 16.6353 11.4419  0.006
76 C 10.1587 15.5933 12.1523  -0.011
77 N 11.1696 14.9885 11.4638  0.142
78 C 11.2819 15.6384 10.3301  -0.023
79 H 9.4923 18.3829 9.4897  0.001
80 H 10.1006 17.2055 8.2446  0.000
81 H 11.2619 18.2147 9.1774  0.000
82 H 8.7840 17.2577 11.6419  0.001
83 H 9.8987 15.2381 13.1438  -0.001
84 H 12.0215 15.3629 9.6099  -0.005